(1)
Here is C21H31F5IrP2S as an isolated structure in a non-equilibrium geometry from the OMol25 dataset. Energies are from the ωB97M-V functional and the def2-TZVPD basis.

Geometry (Å):
P -0.926 1.812 1.031
P 0.602 -2.118 -0.058
C -0.749 -0.048 -0.821
C -0.914 -1.505 -0.986
H -0.118 0.473 -1.551
H -1.723 0.478 -0.741
H -1.793 -1.831 -0.406
H -0.920 -1.821 -2.039
C 2.104 -2.276 -1.021
H 2.516 -3.268 -0.819
H 2.843 -1.530 -0.709
H 1.801 -2.171 -2.061
C -0.067 -3.762 0.162
H 0.040 -4.338 -0.764
H -1.128 -3.643 0.385
H 0.438 -4.241 1.000
C -0.190 3.431 0.794
H -0.499 4.043 1.641
H -0.520 3.891 -0.132
H 0.888 3.247 0.771
C -2.744 1.792 0.985
H -3.052 0.746 1.023
H -3.215 2.279 0.125
H -3.063 2.298 1.902
Ir 0.686 0.220 0.571
C 0.003 0.175 -3.618
C 1.225 0.429 -3.111
C 2.004 1.661 -3.425
C 1.198 2.952 -3.271
C 0.238 2.908 -2.146
C -1.070 2.605 -2.200
C -1.721 2.131 -3.462
C -0.898 1.140 -4.328
C -0.509 0.664 2.610
H -0.381 -0.846 -3.645
H 1.766 -0.336 -2.537
H 2.386 1.636 -4.457
H 2.867 1.674 -2.744
H 1.923 3.730 -2.980
H 0.764 3.279 -4.236
H 0.723 3.270 -1.251
H -1.779 2.914 -1.413
H -1.973 2.985 -4.120
H -2.678 1.664 -3.189
H -1.648 0.504 -4.835
H -0.396 1.689 -5.145
H -1.117 -0.232 2.751
H -1.015 1.531 3.064
H 0.489 0.587 3.071
F -0.447 -3.669 6.971
C 0.235 -3.274 5.869
C -0.317 -3.443 4.604
F -1.483 -4.112 4.442
C 0.202 -2.758 3.503
F -0.620 -2.772 2.410
C 1.328 -1.930 3.538
S 2.038 -1.052 2.084
C 1.957 -1.912 4.809
F 3.090 -1.186 4.952
C 1.408 -2.520 5.962
F 1.913 -2.244 7.189

## Properties
2S+1 = 6
ΔE to the lowest compared entry with this formula, charge and spin = 165.4 kJ/mol
expectation value of S² = 8.774
lowest unoccupied orbital energy (alpha / beta) = -6.424 / -9.994 eV
charge = +2
highest occupied orbital energy (alpha / beta) = -12.362 / -14.402 eV

=====

(2)
Here is C21H31F5OP2Pd as an isolated structure in a non-equilibrium geometry from the OMol25 dataset. Energies are from the ωB97M-V functional and the def2-TZVPD basis.

Geometry (Å):
P 0.515 -1.997 0.809
P 0.017 1.858 1.570
C 0.791 -0.629 -0.302
C 0.738 0.781 0.275
H 0.233 -0.838 -1.261
H 1.841 -0.723 -0.624
H 1.789 0.939 0.593
H 0.402 1.362 -0.607
C -1.488 2.455 0.753
H -2.140 3.045 1.409
H -2.027 1.575 0.368
H -1.199 3.114 -0.080
C 1.134 3.269 1.508
H 0.871 3.884 0.637
H 2.144 2.854 1.374
H 1.104 3.931 2.375
C -0.623 -3.211 0.038
H -0.574 -4.049 0.747
H -0.308 -3.590 -0.950
H -1.670 -2.889 -0.030
C 2.042 -2.843 0.290
H 2.885 -2.146 0.293
H 1.966 -3.309 -0.705
H 2.163 -3.559 1.095
Pd -1.300 -0.668 -2.538
C 0.070 1.050 -3.576
C -1.340 1.096 -3.467
C -2.234 0.520 -4.494
C -1.857 -1.032 -5.033
C -1.166 -1.956 -4.034
C 0.179 -1.852 -3.553
C 1.280 -1.137 -4.329
C 0.895 0.365 -4.616
C 0.279 -1.995 2.600
H 0.653 1.807 -3.012
H -1.653 1.959 -2.878
H -2.272 1.225 -5.325
H -3.261 0.470 -4.128
H -2.828 -1.545 -5.266
H -1.312 -0.896 -5.982
H -1.699 -2.880 -3.782
H 0.575 -2.646 -2.901
H 1.482 -1.661 -5.289
H 2.268 -1.113 -3.823
H 1.824 0.976 -4.749
H 0.372 0.386 -5.580
H 0.633 -1.069 3.145
H 0.665 -2.990 2.990
H -0.823 -2.092 2.623
F 0.393 1.307 8.321
C 0.159 1.392 6.991
C 1.121 2.025 6.192
F 2.299 2.458 6.710
C 0.891 2.093 4.808
F 1.935 2.454 4.015
C -0.233 1.486 4.211
O -0.279 1.006 2.910
C -1.201 0.928 5.059
F -2.267 0.282 4.518
C -1.005 0.829 6.436
F -1.850 0.138 7.249

## Properties
2S+1 = 3
ΔE to the lowest compared entry with this formula, charge and spin = 593.2 kJ/mol
expectation value of S² = 2.009
lowest unoccupied orbital energy (alpha / beta) = 0.091 / -0.315 eV
highest occupied orbital energy (alpha / beta) = -3.492 / -6.190 eV

=====

(3)
Here is C21H31F5P2Pd as an isolated structure in a non-equilibrium geometry from the OMol25 dataset. Energies are from the ωB97M-V functional and the def2-TZVPD basis.

Geometry (Å):
P -0.198 -1.890 -2.571
P 0.141 1.497 -1.158
C -0.326 -0.202 -3.587
C 0.259 1.096 -2.991
H -1.416 -0.082 -3.810
H 0.168 -0.433 -4.563
H 1.347 1.168 -3.252
H -0.216 1.947 -3.521
C -1.442 2.264 -0.787
H -1.429 2.653 0.265
H -2.273 1.556 -0.893
H -1.601 3.101 -1.487
C 1.550 2.625 -0.941
H 1.449 3.461 -1.657
H 2.511 2.134 -1.159
H 1.580 3.026 0.086
C -1.854 -2.613 -2.784
H -1.909 -3.545 -2.205
H -2.056 -2.843 -3.839
H -2.641 -1.944 -2.395
C 0.950 -2.575 -3.915
H 1.755 -1.862 -4.158
H 0.427 -2.789 -4.864
H 1.442 -3.506 -3.595
Pd -1.332 1.425 1.943
C 0.681 -0.210 -0.629
C -0.546 -1.020 -1.111
C -1.100 -1.843 0.075
C -0.231 -3.085 0.137
C 0.498 -3.241 -1.219
C 1.892 -3.043 -1.121
C 2.586 -1.795 -1.460
C 2.158 -0.604 -0.603
C -0.590 -0.166 3.008
H 0.488 -0.060 0.449
H -1.369 -0.348 -1.419
H -2.172 -2.067 -0.057
H -1.060 -1.253 1.010
H 0.463 -2.973 0.985
H -0.823 -3.987 0.365
H 0.213 -4.157 -1.751
H 2.481 -3.814 -0.622
H 2.487 -1.466 -2.501
H 3.668 -1.981 -1.324
H 2.389 -0.818 0.451
H 2.788 0.269 -0.813
H -0.420 0.254 4.020
H 0.389 -0.422 2.564
H -1.215 -1.080 3.086
F -3.395 2.162 4.509
C -2.131 2.642 4.665
C -1.177 2.524 3.669
C 0.114 2.955 3.916
F 1.103 2.769 3.005
C 0.473 3.546 5.136
F 1.729 3.972 5.302
C -0.503 3.699 6.116
F -0.186 4.299 7.280
C -1.808 3.250 5.894
F -2.763 3.422 6.823

## Properties
2S+1 = 5
ΔE to the lowest compared entry with this formula, charge and spin = 120.1 kJ/mol
expectation value of S² = 6.035
lowest unoccupied orbital energy (alpha / beta) = -5.565 / -9.271 eV
charge = +2
highest occupied orbital energy (alpha / beta) = -12.464 / -14.205 eV

=====

(4)
Here is C21H31F5P2Pt as an isolated structure in a non-equilibrium geometry from the OMol25 dataset. Energies are from the ωB97M-V functional and the def2-TZVPD basis.

Geometry (Å):
P -2.280 1.547 -1.897
P -0.079 -2.128 2.499
C 0.496 -1.486 -0.243
C 0.241 -2.612 0.699
H 2.041 3.652 -0.211
H -0.192 -1.299 -1.080
H -0.636 -3.212 0.394
H 1.130 -3.267 0.840
C 1.172 -0.910 2.888
H 0.894 -0.342 3.788
H 1.263 -0.191 2.061
H 2.129 -1.417 3.024
C -0.019 -3.587 3.522
H 0.989 -3.701 3.938
H -0.279 -4.482 2.940
H -0.731 -3.464 4.342
C -2.449 3.259 -2.468
H -3.473 3.486 -2.784
H -1.717 3.428 -3.279
H -2.121 3.920 -1.649
C -2.565 0.392 -3.268
H -2.461 -0.636 -2.884
H -1.725 0.516 -3.978
H -3.537 0.552 -3.755
Pt 1.825 1.130 -0.963
C 1.737 -0.749 -0.261
C 2.455 2.671 0.072
C 3.918 2.503 -0.397
C 4.065 2.271 -1.965
C 2.764 1.857 -2.592
C 2.306 0.506 -2.801
C 3.135 -0.733 -2.514
C 2.983 -1.290 -1.068
C -3.400 1.217 -0.523
H 2.122 -0.566 0.760
H 2.290 2.524 1.154
H 4.318 1.586 0.054
H 4.521 3.364 -0.103
H 4.432 3.165 -2.478
H 4.789 1.457 -2.180
H 2.224 2.573 -3.217
H 1.522 0.405 -3.559
H 4.198 -0.570 -2.761
H 2.791 -1.507 -3.188
H 2.918 -2.377 -1.046
H 3.880 -0.977 -0.514
H -3.275 0.166 -0.218
H -4.433 1.458 -0.793
H -3.045 1.798 0.346
F -1.088 0.731 3.063
C -2.094 -0.189 2.890
C -1.801 -1.514 2.564
C -2.892 -2.319 2.202
F -2.669 -3.591 1.734
C -4.205 -1.847 2.193
F -5.216 -2.623 1.740
C -4.462 -0.513 2.541
F -5.704 0.012 2.385
C -3.393 0.314 2.902
F -3.608 1.641 3.100

## Properties
2S+1 = 5
ΔE to the lowest compared entry with this formula, charge and spin = 24.4 kJ/mol
expectation value of S² = 6.016
lowest unoccupied orbital energy (alpha / beta) = -5.684 / -8.788 eV
charge = +2
highest occupied orbital energy (alpha / beta) = -12.644 / -13.799 eV

=====

(5)
Here is C21H31F5P2ReS as an isolated structure in a non-equilibrium geometry from the OMol25 dataset. Energies are from the ωB97M-V functional and the def2-TZVPD basis.

Geometry (Å):
P -1.758 -2.031 -1.221
P -0.837 0.969 -1.667
C -2.028 -1.170 -2.833
C -0.744 -0.395 -3.021
H -2.907 -0.528 -2.747
H -2.229 -1.894 -3.620
H 0.232 -0.891 -2.770
H -0.592 0.006 -4.041
C -2.067 2.349 -1.844
H -1.910 3.132 -1.084
H -3.096 2.017 -1.753
H -1.978 2.827 -2.825
C 0.282 1.868 -2.890
H -0.236 1.796 -3.869
H 1.255 1.381 -3.004
H 0.388 2.942 -2.711
C -3.039 -3.290 -1.094
H -3.667 -3.217 -0.195
H -2.560 -4.288 -1.075
H -3.700 -3.209 -1.987
C -0.355 -3.063 -1.910
H 0.561 -2.475 -2.125
H -0.731 -3.492 -2.860
H -0.102 -3.867 -1.204
Re -1.240 -0.348 0.054
C 2.876 2.474 -0.720
C 1.956 3.219 -0.107
C 0.682 2.548 0.539
C 0.350 1.064 0.453
C 3.000 -1.636 -2.323
C 3.920 -0.685 -2.443
C 4.219 0.323 -1.323
C 2.975 0.970 -0.625
C -0.541 -1.995 1.239
H 3.717 2.981 -1.248
H 1.868 4.331 -0.148
H -0.160 3.125 0.100
H 0.716 2.786 1.617
H -2.835 -0.086 -0.367
H 1.049 0.438 1.053
H 2.910 -2.700 -2.599
H 4.626 -0.532 -3.293
H 4.882 1.105 -1.749
H 4.762 -0.200 -0.511
H 2.067 0.482 -1.028
H 3.013 0.679 0.456
H 0.265 -1.613 1.867
H -0.137 -2.805 0.620
H -1.304 -2.443 1.889
F 0.207 0.246 7.750
C -0.358 0.240 6.530
C 0.085 1.115 5.553
F 1.117 1.954 5.821
C -0.558 1.164 4.320
F -0.423 2.292 3.580
C -1.474 0.171 3.917
S -2.219 0.111 2.343
C -1.927 -0.684 4.953
F -2.911 -1.575 4.694
C -1.421 -0.616 6.250
F -1.935 -1.377 7.239

## Properties
2S+1 = 4
ΔE to the lowest compared entry with this formula, charge and spin = 0.0 kJ/mol
expectation value of S² = 4.058
lowest unoccupied orbital energy (alpha / beta) = -9.272 / -9.442 eV
charge = +2
highest occupied orbital energy (alpha / beta) = -14.133 / -14.822 eV

=====

(6)
Here is a single C21H31FN4O3 molecule from the OMol25 dataset. Energies are from the ωB97M-V functional and the def2-TZVPD basis.

Geometry (Å):
C 0.628 4.616 -0.774
H -0.338 4.911 -0.372
H 1.402 4.882 -0.058
H 0.802 5.176 -1.690
C 0.669 3.107 -1.069
N 0.536 2.265 0.124
C 1.694 2.173 0.994
H 2.588 1.949 0.415
C 1.471 1.024 1.980
O 0.324 1.221 2.767
C -0.807 1.388 1.943
H -1.647 1.582 2.612
C -0.628 2.538 0.955
H -1.527 2.593 0.345
H -0.513 3.475 1.526
H -0.999 0.463 1.381
H 2.310 0.946 2.675
H 1.379 0.083 1.416
H 1.858 3.103 1.567
C 1.979 2.783 -1.802
H 2.833 3.223 -1.295
H 1.943 3.201 -2.806
H 2.125 1.710 -1.881
C -0.499 2.762 -2.027
N -0.627 1.344 -2.241
C -1.659 0.627 -1.773
O -2.648 1.101 -1.244
C -1.516 -0.872 -2.022
H -2.456 -1.344 -1.731
H -1.365 -1.038 -3.091
C -0.342 -1.497 -1.207
N -0.639 -2.776 -0.602
C -0.797 -3.816 -1.591
H -1.504 -3.545 -2.392
H -1.154 -4.728 -1.112
C 0.585 -4.072 -2.186
N 1.170 -2.819 -2.604
C 0.849 -1.600 -2.147
O 1.449 -0.609 -2.537
H 1.972 -2.859 -3.218
H 1.223 -4.545 -1.429
H 0.518 -4.739 -3.051
C -1.597 -2.731 0.485
C -0.940 -2.341 1.788
C 0.412 -2.567 2.005
C 0.999 -2.226 3.212
C 0.246 -1.662 4.225
C -1.100 -1.449 3.998
C -1.705 -1.777 2.800
H -2.757 -1.582 2.663
F -1.855 -0.910 4.977
H 0.683 -1.382 5.170
H 2.054 -2.399 3.363
H 1.001 -3.004 1.214
H -2.434 -2.046 0.288
H -2.021 -3.733 0.607
H -0.068 -0.803 -0.403
H 0.216 0.850 -2.517
H -0.321 3.256 -2.988
H -1.454 3.118 -1.637

## Properties
2S+1 = 1
ΔE to the lowest compared entry with this formula, charge and spin = 0.0 kJ/mol
structure (SMILES) = CC(C)(CNC(=O)C[C@@H]1C(=O)NCCN1Cc1cccc(F)c1)N1CCOCC1
lowest unoccupied orbital energy = 0.541 eV
highest occupied orbital energy = -8.274 eV

=====

(7)
Here is C21H31IN3O as an isolated structure from the OMol25 dataset. Energies are from the ωB97M-V functional and the def2-TZVPD basis.

Geometry (Å):
C -6.003 -0.060 0.178
C -5.292 -1.328 0.668
C -4.103 -1.795 -0.195
C -2.766 -1.915 0.545
C -1.802 -0.757 0.220
C -0.817 -0.481 1.295
C 0.505 -0.968 1.293
C 1.082 -1.755 0.155
C 2.071 -0.905 -0.668
C 2.319 -1.520 -2.033
O 1.704 0.460 -0.697
C 0.557 0.815 -1.449
C 0.847 1.936 -2.409
C -0.199 2.704 -2.891
C 0.037 3.711 -3.813
C 1.326 3.970 -4.245
C 2.376 3.215 -3.757
C 2.138 2.204 -2.844
C 1.304 -0.643 2.380
N 2.648 -1.077 2.450
C 3.675 -0.039 2.683
C 4.742 -0.505 3.650
C 0.741 0.127 3.417
N -0.496 0.557 3.406
N -1.228 0.246 2.351
I -3.113 1.080 2.478
H -5.447 0.435 -0.617
H -6.145 0.667 0.976
H -6.991 -0.281 -0.217
H -4.967 -1.191 1.700
H -6.016 -2.139 0.703
H -3.978 -1.115 -1.037
H -4.344 -2.765 -0.621
H -2.268 -2.832 0.235
H -2.934 -2.004 1.617
H -2.351 0.155 -0.012
H -1.254 -1.016 -0.678
H 0.315 -2.206 -0.466
H 1.669 -2.569 0.575
H 3.006 -0.910 -0.115
H 1.404 -1.698 -2.592
H 2.949 -0.850 -2.615
H 2.855 -2.459 -1.918
H 0.185 -0.051 -2.001
H -0.238 1.139 -0.768
H -1.208 2.514 -2.547
H -0.791 4.298 -4.180
H 1.509 4.762 -4.955
H 3.382 3.424 -4.087
H 2.961 1.631 -2.446
H 2.738 -1.812 3.143
H 4.119 0.208 1.720
H 3.213 0.877 3.054
H 4.380 -0.494 4.677
H 5.057 -1.520 3.412
H 5.615 0.137 3.599
H 1.318 0.388 4.293

## Properties
2S+1 = 1
lowest unoccupied orbital energy = -4.396 eV
charge = +1
highest occupied orbital energy = -11.323 eV

=====

(8)
Here is C21H31IrN2O3SSeSi as an isolated structure in a non-equilibrium geometry from the OMol25 dataset. Energies are from the ωB97M-V functional and the def2-TZVPD basis.

Geometry (Å):
Ir 0.874 -0.583 0.175
C 0.885 2.953 1.216
C 1.793 1.793 0.999
C 2.372 1.571 -0.242
C 3.221 0.502 -0.443
C 3.499 -0.363 0.596
C 2.916 -0.165 1.831
C 2.062 0.901 2.027
H -0.144 2.679 0.982
H 1.169 3.797 0.587
H 0.921 3.292 2.254
H 2.169 2.254 -1.051
H 3.685 0.356 -1.406
H 4.177 -1.188 0.445
H 3.152 -0.823 2.651
H 1.604 1.053 2.990
C -3.134 -2.503 3.796
Si -1.318 -2.250 4.144
C -1.116 -1.011 5.525
C -0.548 -3.874 4.647
Se -0.286 -1.471 2.266
H -3.636 -2.882 4.709
H -3.254 -3.240 2.975
H -3.591 -1.537 3.496
H -1.618 -1.390 6.438
H -1.573 -0.046 5.225
H -0.036 -0.861 5.731
H -1.051 -4.254 5.561
H 0.531 -3.723 4.854
H -0.669 -4.610 3.826
C 1.148 -2.128 -2.894
C 1.650 -2.826 -1.688
N 1.624 -2.383 -0.449
C 2.196 -3.369 0.311
C 2.577 -4.429 -0.475
N 2.224 -4.072 -1.747
H 0.730 -1.152 -2.629
H 0.362 -2.715 -3.379
H 1.958 -1.968 -3.612
H 2.303 -3.262 1.383
H 3.051 -5.373 -0.248
H 2.359 -4.621 -2.584
C -3.528 5.452 -3.992
C -2.727 4.247 -3.597
C -3.358 3.027 -3.312
C -2.603 1.907 -2.957
C -1.212 2.010 -2.885
C -0.568 3.213 -3.182
C -1.328 4.330 -3.536
S -0.225 0.551 -2.459
O -1.058 -0.558 -2.919
O 1.006 0.754 -3.221
O -0.100 0.687 -1.011
H -4.603 5.273 -3.881
H -3.332 5.707 -5.038
H -3.267 6.305 -3.358
H -4.439 2.936 -3.364
H -3.084 0.958 -2.737
H 0.516 3.267 -3.135
H -0.819 5.262 -3.765
H -0.510 -1.406 -0.441

## Properties
2S+1 = 6
expectation value of S² = 8.768
lowest unoccupied orbital energy (alpha / beta) = -2.491 / -5.736 eV
charge = +1
highest occupied orbital energy (alpha / beta) = -9.326 / -10.938 eV